(1)
{
  "formula": "C51H88NNbO26PS3",
  "method": "ωB97M-V/def2-TZVPD",
  "lumo_energy_ev": 1.6076,
  "molar_mass_g_mol": 1351.33,
  "largest_force_ha_per_bohr": 0.0699,
  "energy_ha": -5599.9976,
  "orbital_gap_ev": 6.5,
  "charge": -1,
  "species": ["C", "C", "Nb", "C", "C", "C", "C", "C", "C", "O", "C", "C", "C", "C", "S", "C", "S", "N", "C", "C", "O", "C", "C", "O", "C", "C", "C", "C", "C", "C", "P", "O", "O", "S", "H", "H", "H", "H", "H", "H", "H", "H", "H", "H", "H", "H", "H", "H", "H", "H", "H", "H", "H", "H", "H", "H", "H", "H", "H", "H", "H", "H", "H", "H", "H", "H", "H", "H", "H", "H", "H", "H", "H", "H", "H", "H", "H", "H", "H", "H", "C", "C", "C", "O", "C", "O", "O", "H", "H", "H", "H", "H", "H", "C", "C", "C", "O", "C", "O", "O", "H", "H", "H", "H", "H", "H", "C", "C", "C", "O", "C", "O", "O", "H", "H", "H", "H", "H", "H", "C", "C", "C", "O", "C", "O", "O", "H", "H", "H", "H", "H", "H", "C", "C", "C", "O", "C", "O", "O", "H", "H", "H", "H", "H", "H", "C", "C", "C", "O", "C", "O", "O", "H", "H", "H", "H", "H", "H", "C", "C", "C", "O", "C", "O", "O", "H", "H", "H", "H", "H", "H"],
  "positions_angstrom": [[-0.3091, -1.7247, 2.1538], [0.6581, -2.0307, 1.4804], [2.5893, -2.6696, 0.4361], [2.7686, -4.4981, 1.7736], [1.4018, -3.9818, -0.9618], [0.0309, -4.3551, -0.3596], [-0.6468, -5.5617, -1.0645], [-1.8547, -6.0508, -0.2365], [-2.8014, -4.9386, 0.2166], [-3.3378, -4.1875, -0.8623], [-3.2153, -2.7909, -0.6844], [2.2048, -0.9683, -1.0282], [0.7737, -0.8549, -1.6268], [0.1713, 0.5386, -1.3220], [1.0986, 1.8615, -2.1800], [-0.2612, 3.0118, -2.5494], [-0.7758, 4.0699, -1.4134], [-0.8996, 2.9868, -3.8203], [-0.1527, 2.1579, -4.7795], [-0.8357, 2.2910, -6.1713], [-2.2330, 2.4592, -6.0665], [-2.7301, 1.7378, -4.9606], [-2.2773, 2.4498, -3.6715], [3.6100, -1.5937, 1.7974], [4.3492, -0.4261, 1.5119], [3.8062, 0.7655, 2.3655], [2.8894, 1.7026, 1.5677], [3.1987, 0.2862, 3.6917], [4.2685, -0.4506, 4.5432], [2.6537, 1.4635, 4.5624], [4.7653, -3.4119, -0.8434], [4.3054, -4.2484, -2.2107], [5.6733, -4.5174, -0.0158], [5.8791, -1.9335, -1.4573], [-1.2485, -1.6233, 2.6451], [3.0262, -4.0974, 2.7606], [3.5776, -5.1768, 1.4818], [1.8437, -5.0710, 1.8881], [1.3068, -3.5809, -1.9786], [1.9368, -4.9365, -1.0741], [0.1074, -4.6235, 0.6954], [-0.6671, -3.5198, -0.4314], [-0.9109, -5.3240, -2.0944], [0.0832, -6.3773, -1.0157], [-1.5268, -6.5587, 0.6754], [-2.4469, -6.7731, -0.8123], [-2.2620, -4.3143, 0.9373], [-3.6479, -5.3603, 0.7791], [-2.3443, -2.4243, -1.2425], [-4.0790, -2.2471, -1.0839], [-3.1066, -2.4815, 0.3575], [2.4963, 0.0123, -0.6393], [2.8783, -1.1691, -1.8767], [0.8484, -0.9068, -2.7192], [0.0500, -1.5725, -1.2393], [0.1541, 0.6670, -0.2387], [-0.8454, 0.5352, -1.7260], [-0.1857, 1.0948, -4.5250], [0.8744, 2.5001, -4.8642], [-0.6423, 1.3390, -6.6872], [-0.4165, 3.1284, -6.7246], [-3.8136, 1.6628, -5.0095], [-2.3266, 0.7151, -4.9711], [-2.9643, 3.2871, -3.5352], [-2.3919, 1.8147, -2.7955], [5.3723, -0.5931, 1.8845], [4.4639, -0.1579, 0.4606], [4.6908, 1.3570, 2.6513], [3.2164, 1.8471, 0.5367], [2.7458, 2.6655, 2.0600], [1.8830, 1.2634, 1.5043], [2.3544, -0.3853, 3.5293], [4.0226, -0.3845, 5.5996], [4.2905, -1.4938, 4.2167], [5.2599, -0.0404, 4.3291], [3.3897, 1.7475, 5.3050], [2.2968, 2.3144, 3.9806], [1.7844, 1.0867, 5.1113], [4.4086, -3.6360, -2.9486], [6.4614, -4.0634, 0.2991], [6.2998, -7.6092, -5.6607], [5.2573, -6.5548, -5.3765], [4.4218, -6.1643, -6.5730], [4.0843, -4.8065, -6.2791], [5.0650, -4.3074, -5.4795], [5.1944, -3.1616, -5.2047], [5.8699, -5.3041, -5.0349], [6.8390, -7.8672, -4.7492], [5.8393, -8.5139, -6.0592], [7.0370, -7.2389, -6.3746], [4.6261, -6.8597, -4.5374], [3.5222, -6.7673, -6.6785], [4.9846, -6.1906, -7.5106], [8.0607, -6.8200, 2.5263], [6.9635, -7.1790, 3.4996], [5.9657, -8.1823, 2.9710], [4.7724, -7.8292, 3.6745], [4.8595, -6.5048, 3.9840], [3.9615, -5.8404, 4.3679], [6.1235, -6.0499, 3.7643], [8.7633, -6.1220, 2.9825], [8.6094, -7.7090, 2.2125], [7.6449, -6.3273, 1.6464], [7.3905, -7.5126, 4.4509], [6.2458, -9.2123, 3.1853], [5.7842, -8.0737, 1.8985], [-5.6911, 5.6518, -0.7714], [-5.8890, 4.5313, -1.7597], [-7.0826, 3.6506, -1.4820], [-6.6630, 2.3907, -2.0261], [-5.3093, 2.3587, -1.9715], [-4.6480, 1.3869, -2.1461], [-4.8105, 3.5836, -1.6835], [-4.8371, 6.2661, -1.0580], [-6.5743, 6.2891, -0.7202], [-5.4765, 5.2601, 0.2244], [-5.9244, 4.9255, -2.7790], [-7.9891, 3.9986, -1.9716], [-7.2777, 3.5214, -0.4143], [-2.7288, 4.3481, 3.9730], [-3.6717, 5.1730, 3.1315], [-2.9994, 5.9657, 2.0390], [-3.8761, 7.0951, 1.8949], [-4.4926, 7.2797, 3.0878], [-5.1283, 8.2431, 3.3735], [-4.2851, 6.2213, 3.9071], [-3.2819, 3.7744, 4.7166], [-2.1604, 3.6546, 3.3533], [-2.0357, 4.9917, 4.5159], [-4.4693, 4.5422, 2.7280], [-2.9256, 5.4119, 1.1046], [-2.0071, 6.3259, 2.3193], [5.8942, 5.0670, 8.3433], [4.5378, 4.4254, 8.1763], [3.8507, 4.0677, 9.4733], [3.0520, 2.9427, 9.0972], [3.6647, 2.3439, 8.0388], [3.3808, 1.2803, 7.6051], [4.6496, 3.1411, 7.5479], [6.3141, 5.3303, 7.3725], [5.8248, 5.9718, 8.9480], [6.5914, 4.3739, 8.8155], [3.8952, 5.0516, 7.5507], [3.2240, 4.8702, 9.8570], [4.5515, 3.7550, 10.2523], [-6.7540, 11.0541, -0.7307], [-8.1298, 10.4639, -0.9251], [-8.7903, 9.9885, 0.3471], [-9.6270, 8.9224, -0.1235], [-9.0574, 8.4286, -1.2493], [-9.3761, 7.4120, -1.7748], [-8.0685, 9.2455, -1.6871], [-6.3523, 11.4079, -1.6804], [-6.7857, 11.8918, -0.0341], [-6.0623, 10.3012, -0.3510], [-8.7730, 11.1649, -1.4648], [-9.3875, 10.7590, 0.8296], [-8.0782, 9.5811, 1.0692], [-3.5119, -2.0436, -4.7498], [-4.8097, -2.7746, -4.9853], [-5.2607, -3.5888, -3.8041], [-5.9959, -4.6534, -4.4290], [-5.4880, -4.8164, -5.6758], [-5.7300, -5.7354, -6.3886], [-4.6641, -3.7860, -5.9982], [-3.2472, -1.4396, -5.6186], [-3.5763, -1.3886, -3.8796], [-2.6980, -2.7546, -4.5999], [-5.5921, -2.0826, -5.3113], [-5.8997, -3.0283, -3.1251], [-4.4284, -4.0162, -3.2389]]
}

(2)
{
  "formula": "C14H18FNOS",
  "method": "ωB97M-V/def2-TZVPD",
  "lumo_energy_ev": 0.7209,
  "relative_energy_kcal_mol": 0.00,
  "smiles": "O=C(CSc1ccc(F)cc1)NC1CCCCC1",
  "molar_mass_g_mol": 267.37,
  "largest_force_ha_per_bohr": 0.0123,
  "energy_ha": -1172.3562,
  "orbital_gap_ev": 9.2,
  "species": ["O", "C", "C", "S", "C", "C", "C", "C", "F", "C", "C", "N", "C", "C", "C", "C", "C", "C", "H", "H", "H", "H", "H", "H", "H", "H", "H", "H", "H", "H", "H", "H", "H", "H", "H", "H"],
  "positions_angstrom": [[-1.1488, 3.1184, 0.2425], [-0.6222, 2.0440, 0.0538], [0.9010, 1.9009, 0.0598], [1.4179, 0.3482, 0.8684], [3.1243, 0.1899, 0.4308], [3.7060, -1.0552, 0.6607], [5.0355, -1.2697, 0.3622], [5.7748, -0.2275, -0.1717], [7.0737, -0.4308, -0.4744], [5.2173, 1.0159, -0.4010], [3.8847, 1.2266, -0.0928], [-1.2786, 0.9101, -0.2338], [-2.7232, 0.8036, -0.2160], [-3.2121, 0.2038, 1.1079], [-2.8112, -1.2627, 1.2423], [-3.3450, -2.0704, 0.0632], [-2.8237, -1.5055, -1.2547], [-3.2072, -0.0340, -1.4014], [1.2591, 1.8807, -0.9712], [1.3254, 2.7526, 0.5907], [3.1044, -1.8486, 1.0761], [5.5000, -2.2274, 0.5335], [5.8216, 1.8094, -0.8111], [3.4589, 2.2027, -0.2596], [-0.7579, 0.0489, -0.2996], [-3.0952, 1.8301, -0.3052], [-4.2997, 0.2880, 1.1443], [-2.8007, 0.7853, 1.9347], [-3.2093, -1.6632, 2.1764], [-1.7230, -1.3479, 1.2875], [-3.0474, -3.1162, 0.1620], [-4.4366, -2.0314, 0.0650], [-3.2393, -2.0709, -2.0912], [-1.7377, -1.6182, -1.2950], [-4.2939, 0.0487, -1.4571], [-2.7919, 0.3718, -2.3260]]
}

(3)
{
  "formula": "C15H40O15S5",
  "method": "ωB97M-V/def2-TZVPD",
  "lumo_energy_ev": 0.2174,
  "relative_energy_kcal_mol": 88.68,
  "smiles": "CCOS(C)(=O)=O.CCOS(C)(=O)=O.CCOS(C)(=O)=O.CCOS(C)(=O)=O.CCOS(C)(=O)=O",
  "molar_mass_g_mol": 620.81,
  "largest_force_ha_per_bohr": 0.0789,
  "energy_ha": -3714.8610,
  "orbital_gap_ev": 10.8,
  "species": ["C", "C", "O", "S", "C", "O", "O", "H", "H", "H", "H", "H", "H", "H", "H", "C", "C", "O", "S", "C", "O", "O", "H", "H", "H", "H", "H", "H", "H", "H", "C", "C", "O", "S", "C", "O", "O", "H", "H", "H", "H", "H", "H", "H", "H", "C", "C", "O", "S", "C", "O", "O", "H", "H", "H", "H", "H", "H", "H", "H", "C", "C", "O", "S", "C", "O", "O", "H", "H", "H", "H", "H", "H", "H", "H"],
  "positions_angstrom": [[-11.7160, -22.2748, 0.2346], [-12.9550, -23.2987, -0.0349], [-13.9133, -22.9407, 1.0110], [-15.1262, -24.0496, 1.3196], [-16.2348, -23.8016, -0.1318], [-14.5362, -25.4295, 1.3699], [-15.9265, -23.5756, 2.4381], [-12.0225, -21.2492, 0.0290], [-10.7885, -22.5402, -0.2727], [-11.5763, -22.2336, 1.3148], [-13.4989, -23.0887, -0.9558], [-12.5053, -24.2915, -0.0533], [-17.2901, -23.8913, 0.1258], [-16.0172, -24.6191, -0.8191], [-16.0057, -22.8760, -0.6598], [-15.7463, -17.5651, 12.5715], [-17.1005, -17.8258, 11.8270], [-17.9892, -16.7087, 12.0624], [-18.1094, -15.4494, 10.9106], [-18.9469, -16.5153, 9.6969], [-18.9738, -14.3920, 11.4732], [-16.7868, -15.0307, 10.3907], [-16.0887, -17.4621, 13.6012], [-15.3685, -16.6153, 12.1929], [-14.9216, -18.2630, 12.4272], [-16.9508, -17.8957, 10.7496], [-17.6115, -18.7417, 12.1238], [-19.5877, -17.2392, 10.2002], [-18.0902, -16.8697, 9.1236], [-19.4384, -15.8737, 8.9656], [-22.0400, -27.6108, 7.7108], [-21.1403, -27.1796, 8.9529], [-20.7646, -25.8385, 8.7151], [-19.6267, -25.0595, 9.6920], [-18.1523, -25.0247, 8.5075], [-20.0589, -23.6892, 9.8795], [-19.3558, -25.8918, 10.8562], [-23.0023, -27.1059, 7.7950], [-22.1514, -28.6940, 7.6633], [-21.6477, -27.3241, 6.7351], [-21.6952, -27.3740, 9.8707], [-20.1669, -27.6700, 8.9414], [-17.2653, -24.7334, 9.0701], [-18.2260, -24.3103, 7.6876], [-18.0211, -26.0534, 8.1718], [-10.9190, -13.4247, 16.8503], [-9.5852, -13.8666, 16.0950], [-9.9588, -13.9491, 14.7390], [-9.6478, -12.7062, 13.6849], [-10.3676, -13.5523, 12.2474], [-10.4265, -11.5379, 14.0488], [-8.2131, -12.6060, 13.5463], [-10.6782, -13.0427, 17.8424], [-11.6965, -14.1824, 16.9478], [-11.3856, -12.5548, 16.3881], [-8.7722, -13.1684, 16.2941], [-9.1822, -14.7954, 16.4986], [-11.3683, -13.8685, 12.5417], [-9.7009, -14.4072, 12.1346], [-10.3451, -12.9017, 11.3731], [-11.6508, -15.6856, 5.2345], [-12.6291, -15.9058, 6.4492], [-12.5096, -17.2448, 6.9609], [-13.5612, -18.4833, 6.5809], [-12.4006, -19.3568, 5.4459], [-13.8102, -19.3372, 7.7502], [-14.6969, -17.8676, 5.9600], [-11.7692, -16.4564, 4.4730], [-10.6124, -15.7427, 5.5610], [-11.9089, -14.7740, 4.6955], [-12.4244, -15.1472, 7.2046], [-13.6375, -15.7145, 6.0823], [-11.3624, -19.2321, 5.7539], [-12.5228, -18.9429, 4.4450], [-12.7079, -20.4001, 5.3749]]
}

(4)
{
  "formula": "C15H22N2O5S",
  "method": "ωB97M-V/def2-TZVPD",
  "lumo_energy_ev": 0.5907,
  "relative_energy_kcal_mol": 30.91,
  "smiles": "CCCCCNC(=O)CN(c1ccc2c(c1)OCO2)S(C)(=O)=O",
  "molar_mass_g_mol": 342.42,
  "largest_force_ha_per_bohr": 0.0248,
  "energy_ha": -1468.6690,
  "orbital_gap_ev": 8.4,
  "species": ["C", "C", "C", "C", "C", "N", "C", "O", "C", "N", "C", "C", "C", "C", "C", "C", "O", "C", "O", "S", "C", "O", "O", "H", "H", "H", "H", "H", "H", "H", "H", "H", "H", "H", "H", "H", "H", "H", "H", "H", "H", "H", "H", "H", "H"],
  "positions_angstrom": [[-6.4490, -1.8377, -0.7296], [-5.1923, -1.5599, 0.0857], [-4.5414, -0.2369, -0.3118], [-3.2809, 0.0466, 0.5007], [-2.6349, 1.3702, 0.0906], [-1.4322, 1.6341, 0.8508], [-0.2021, 1.6279, 0.3052], [0.0076, 1.4358, -0.8751], [0.9207, 1.9150, 1.3060], [2.2264, 1.6169, 0.7803], [2.6162, 0.2904, 0.5850], [1.7348, -0.7714, 0.7738], [2.1304, -2.0973, 0.6074], [3.4298, -2.3315, 0.2402], [4.3208, -1.2733, 0.0538], [3.9495, 0.0351, 0.2229], [5.5455, -1.7701, -0.3018], [5.4038, -3.1748, -0.3222], [4.0760, -3.5206, 0.0073], [2.9154, 2.8440, -0.1645], [2.7432, 2.3023, -1.8756], [4.3088, 2.9483, 0.1500], [2.1154, 4.0118, 0.0597], [-7.1831, -1.0490, -0.5804], [-6.8962, -2.7832, -0.4328], [-6.2120, -1.8877, -1.7899], [-5.4473, -1.5330, 1.1476], [-4.4770, -2.3717, -0.0626], [-4.2857, -0.2653, -1.3728], [-5.2569, 0.5755, -0.1649], [-2.5607, -0.7604, 0.3507], [-3.5327, 0.0794, 1.5641], [-2.3377, 1.3358, -0.9593], [-3.3409, 2.1943, 0.2335], [-1.5365, 1.7990, 1.8394], [0.9170, 2.9898, 1.5055], [0.7693, 1.3739, 2.2444], [0.7091, -0.5872, 1.0445], [1.4367, -2.9071, 0.7568], [4.6548, 0.8383, 0.1097], [6.0946, -3.6253, 0.4092], [5.6449, -3.5547, -1.3280], [3.4249, 1.4806, -2.0446], [1.7114, 2.0017, -2.0103], [2.9923, 3.1512, -2.4986]]
}

(5)
{
  "formula": "C3H7NO",
  "method": "ωB97M-V/def2-TZVPD",
  "lumo_energy_ev": 1.0679,
  "relative_energy_kcal_mol": 44.52,
  "smiles": "C=C(N)OC",
  "molar_mass_g_mol": 73.09,
  "largest_force_ha_per_bohr": 0.0241,
  "energy_ha": -248.4555,
  "orbital_gap_ev": 9.0,
  "species": ["C", "C", "N", "O", "C", "H", "H", "H", "H", "H", "H", "H"],
  "positions_angstrom": [[-0.0153, -1.2341, 0.2553], [0.6179, -0.1298, -0.1509], [1.8566, -0.1468, -0.7814], [0.0344, 1.0906, -0.0188], [-1.4265, 1.0032, 0.2126], [0.3482, -2.2115, 0.0234], [-0.7694, -1.2046, 1.0170], [2.4307, -0.9461, -0.5379], [2.3669, 0.7207, -0.8092], [-1.8275, 0.4127, 1.0581], [-1.6807, 2.0323, 0.4075], [-1.9352, 0.6135, -0.6755]]
}

(6)
{
  "formula": "C15H35ClO8P3",
  "method": "ωB97M-V/def2-TZVPD",
  "lumo_energy_ev": -4.2469,
  "molar_mass_g_mol": 471.81,
  "largest_force_ha_per_bohr": 0.1212,
  "energy_ha": -2678.4779,
  "orbital_gap_ev": 7.8,
  "charge": 1,
  "species": ["C", "C", "C", "P", "Cl", "H", "H", "H", "H", "H", "O", "P", "O", "C", "C", "O", "C", "C", "O", "C", "C", "H", "H", "H", "H", "H", "H", "H", "H", "H", "H", "H", "H", "H", "H", "H", "O", "P", "O", "C", "C", "O", "C", "C", "O", "C", "C", "H", "H", "H", "H", "H", "H", "H", "H", "H", "H", "H", "H", "H", "H", "H"],
  "positions_angstrom": [[-1.8708, 0.7191, -0.2641], [-1.6342, 0.2850, -1.3558], [-1.3214, -0.1761, -2.6990], [-0.3447, 1.1399, -3.5291], [-1.1087, 1.4954, -5.3227], [-1.8261, 1.3407, 0.6024], [-2.2308, -0.3240, -3.2818], [-0.6839, -1.0617, -2.6841], [-0.4731, 2.2864, -2.7349], [1.0048, 0.7702, -3.6345], [6.1879, 2.4788, -1.2613], [6.0742, 1.1062, -1.8051], [6.4454, 1.2581, -3.3903], [7.5301, 2.0887, -3.8117], [8.8823, 1.4389, -3.6037], [4.4429, 0.9235, -1.8876], [3.5783, 1.8817, -1.2955], [3.2245, 2.9835, -2.2783], [6.2044, -0.4863, -1.6815], [7.0540, -1.3466, -2.4438], [8.3844, -1.5922, -1.7547], [7.4961, 3.0581, -3.3122], [7.3762, 2.2754, -4.8751], [9.0587, 1.2362, -2.5446], [9.6793, 2.0891, -3.9637], [8.9510, 0.4926, -4.1419], [4.0132, 2.2936, -0.3873], [2.6694, 1.3478, -0.9976], [4.0981, 3.3702, -2.7989], [2.7274, 3.8116, -1.7701], [2.5499, 2.5939, -3.0509], [7.1836, -0.9972, -3.4649], [6.5168, -2.2932, -2.5202], [8.8264, -0.6613, -1.3996], [9.0826, -2.0859, -2.4300], [8.2477, -2.2305, -0.8816], [-4.2357, -0.7864, 2.6989], [-5.7142, -0.8240, 2.8458], [-5.9997, -2.1087, 3.8149], [-5.1775, -2.3698, 4.9515], [-5.4993, -1.4720, 6.1291], [-6.1799, -1.4174, 1.3963], [-5.2470, -1.5641, 0.3344], [-4.5938, -2.9340, 0.3579], [-7.1471, -0.1107, 2.9667], [-8.0476, -0.1612, 4.0738], [-7.8433, 1.0007, 5.0302], [-4.1198, -2.2911, 4.6946], [-5.3592, -3.4092, 5.2271], [-5.3304, -0.4223, 5.8767], [-4.8722, -1.7223, 6.9848], [-6.5413, -1.5800, 6.4324], [-4.5002, -0.7706, 0.3650], [-5.8014, -1.4447, -0.5991], [-4.2540, -3.2030, 1.3570], [-3.7425, -2.9697, -0.3254], [-5.3110, -3.6976, 0.0536], [-8.0168, -1.1195, 4.5858], [-9.0460, -0.0894, 3.6402], [-6.7882, 1.1405, 5.2668], [-8.3998, 0.8422, 5.9537], [-8.1923, 1.9299, 4.5789]]
}